1.
Computed, not measured: a 2-piece molecular cluster, CH6N4 overall in a non-equilibrium geometry, with ωB97M-V/def2-TZVPD.

- HOMO level (alpha / beta) (Ha) = -0.293 / -0.230
- multiplicity = 1
- charge = 0

Geometry as XYZ:
```
11
Properties=species:S:1:pos:R:3:forces:R:3
N -1.220219 0.654402 -0.712574 1.5 0.5 -0.1
N -0.352525 1.490301 -1.271257 -0.9 0.1 0.2
N -1.042342 -0.585588 -1.051656 0.5 -1.8 1.1
C 0.856878 -0.823422 1.902519 0.3 -0.2 -0.7
N -0.244581 -0.631148 1.337565 0.9 0.2 0.1
H -0.419854 2.437812 -0.928607 0.2 -0.2 -0.3
H 0.406991 1.158324 -1.862750 -0.2 0.2 0.3
H -0.192907 -0.754756 -1.601614 0.0 0.3 -0.3
H -0.733247 -1.088850 0.000886 -1.4 0.5 -0.6
H 1.228418 -1.730880 2.413786 -0.5 -0.3 -0.2
H 1.713386 -0.126195 1.773703 -0.4 0.6 0.6
```
Positions in Å, forces in eV/Å.

In the Mulliken picture, each atom carries the following charge in e:
1. N 0.0002
2. N -0.1996
3. N -0.4495
4. C -0.3081
5. N -0.5601
6. H 0.2459
7. H 0.2009
8. H 0.2164
9. H 0.4006
10. H 0.2428
11. H 0.2104



2.
Computed, not measured: one molecule with the formula C6H10OS in a non-equilibrium geometry, with ωB97M-V/def2-TZVPD.

- HOMO level (alpha / beta) (Ha) = -0.198 / -0.341
- multiplicity = 3
- charge = 0

Geometry as XYZ:
```
18
Properties=species:S:1:pos:R:3:forces:R:3
C -0.319343 -0.145326 -1.901900 -0.6 1.5 1.0
C 0.747778 0.058891 -0.813924 -1.0 -2.2 -0.4
C -1.014228 -1.254865 -2.132189 0.7 -2.0 0.5
C 0.284983 -0.161579 0.597332 -3.3 6.0 3.1
C -1.209353 0.227950 1.042762 1.5 1.8 0.8
C 1.246124 0.406488 1.712472 2.4 0.2 -1.7
O 2.695315 -1.581935 -0.230896 2.3 -0.3 -0.8
S 1.217729 -1.601800 -0.332753 1.4 -3.7 -0.5
H -0.699788 0.825221 -2.241703 0.2 -0.4 -0.5
H 1.649164 0.596043 -1.069715 0.0 0.7 0.2
H -0.672542 -2.232148 -1.624345 -0.9 1.6 -1.0
H -1.858674 -1.371113 -2.825499 0.5 0.5 0.3
H -1.657478 1.108541 0.471970 0.8 -0.9 0.6
H -1.208202 0.482182 2.160031 0.2 -0.1 -1.5
H -1.931427 -0.529507 0.981679 -0.8 -1.5 -0.5
H 1.136618 -0.099510 2.653269 -0.5 -0.1 0.5
H 0.989806 1.504513 1.792044 0.2 -1.2 0.1
H 2.458134 0.347708 1.522993 -3.2 0.0 -0.1
```
Positions in Å, forces in eV/Å.

In the Mulliken picture, each atom carries the following charge in e:
1. C -0.4419
2. C -0.3238
3. C -0.6378
4. C 0.8874
5. C -1.2937
6. C -1.3673
7. O -0.4427
8. S 0.1622
9. H 0.3699
10. H 0.5818
11. H 0.1609
12. H 0.2873
13. H 0.2845
14. H 0.3434
15. H 0.4083
16. H 0.3898
17. H 0.3507
18. H 0.2810



3.
Computed, not measured: a 2-piece molecular cluster, C3H11N2 overall in a non-equilibrium geometry, with ωB97M-V/def2-TZVPD.

- HOMO level (Ha) = -0.552
- multiplicity = 1
- charge = +1

Geometry as XYZ:
```
16
Properties=species:S:1:pos:R:3:forces:R:3
C 2.671472 0.209144 -0.158570 -0.2 0.9 0.0
N 1.688972 0.685355 0.503203 0.6 -1.6 0.7
H 3.688824 0.373148 0.185362 0.1 -0.6 0.1
H 2.535099 -0.259589 -1.124197 -0.1 0.2 -0.3
H 0.027784 0.553312 0.416320 0.0 0.6 -1.1
H 2.015867 0.805190 1.467393 -0.1 1.1 -0.2
C -1.441386 -0.653577 1.077578 -0.7 -0.3 -1.2
N -0.967604 0.369121 0.070558 -0.2 -0.4 1.1
C -0.994228 -0.075835 -1.354173 0.3 0.3 0.4
H -0.874396 -1.561778 0.896414 0.2 0.0 0.2
H -2.480961 -0.877009 0.830161 0.0 0.0 0.4
H -1.322990 -0.316916 2.105462 0.0 0.2 -0.2
H -1.567450 1.187275 0.136879 0.3 0.2 0.2
H -0.320033 -0.930736 -1.458754 -0.5 0.0 -0.1
H -2.038589 -0.238596 -1.612853 0.2 -0.5 -0.1
H -0.620375 0.731495 -1.980788 0.1 0.1 0.1
```
Positions in Å, forces in eV/Å.

In the Mulliken picture, each atom carries the following charge in e:
1. C -0.2168
2. N -0.5190
3. H 0.2463
4. H 0.2278
5. H 0.4195
6. H 0.2076
7. C -0.8388
8. N -0.1045
9. C -0.9146
10. H 0.3624
11. H 0.3651
12. H 0.3277
13. H 0.3569
14. H 0.3307
15. H 0.4110
16. H 0.3387



4.
Computed, not measured: one molecule with the formula ClH2NO3S in a non-equilibrium geometry, with ωB97M-V/def2-TZVPD.

- HOMO level (Ha) = -0.389
- structure (SMILES) = O=S(=O)(Cl)NO
- multiplicity = 1
- charge = 0

Geometry as XYZ:
```
8
Properties=species:S:1:pos:R:3:forces:R:3
N -0.137131 0.747011 -0.774954 1.9 -0.2 1.6
O 1.326904 -0.821168 1.183834 0.1 1.0 -0.5
O -1.029388 -1.230206 0.912884 -0.5 0.6 -0.6
O 0.131724 -0.209168 -1.784910 -0.5 -0.1 0.5
S 0.033445 -0.275679 0.895728 0.5 -1.0 -1.5
Cl -0.388533 1.127798 2.218526 -0.1 0.8 0.3
H 0.756796 1.411870 -0.785968 -2.1 -2.0 0.1
H -0.693817 -0.750458 -1.865140 0.7 0.8 0.2
```
Positions in Å, forces in eV/Å.

In the Mulliken picture, each atom carries the following charge in e:
1. N -0.2640
2. O -0.4642
3. O -0.4888
4. O -0.3701
5. S 1.0316
6. Cl -0.1214
7. H 0.3134
8. H 0.3633



So what do the calculations give for energy relative to the best compared isomer or geometry (same formula, charge and spin)? Going down the list: 5.213; 2.959; 1.183; 0.000 eV.